{
  "formula": "C24H48O6",
  "method": "ωB97M-V/def2-TZVPD",
  "total_charge": 0,
  "smiles": "C1CCOC1.C1CCOC1.C1CCOC1.C1CCOC1.C1CCOC1.C1CCOC1",
  "multiplicity": 1,
  "e_homo_ev": -9.540,
  "gap_ev": 10.1253,
  "largest_force_ev_per_a": 8.033,
  "relative_energy_kcal_mol": 235.11,
  "elements": ["C", "C", "C", "O", "C", "H", "H", "H", "H", "H", "H", "H", "H", "C", "C", "C", "O", "C", "H", "H", "H", "H", "H", "H", "H", "H", "C", "C", "C", "O", "C", "H", "H", "H", "H", "H", "H", "H", "H", "C", "C", "C", "O", "C", "H", "H", "H", "H", "H", "H", "H", "H", "C", "C", "C", "O", "C", "H", "H", "H", "H", "H", "H", "H", "H", "C", "C", "C", "O", "C", "H", "H", "H", "H", "H", "H", "H", "H"],
  "positions_angstrom": [[9.303000, 8.150000, 18.466000], [8.843000, 9.079000, 19.556000], [9.449000, 10.444000, 19.426000], [10.553000, 10.194000, 18.481000], [10.344000, 8.993000, 17.722000], [8.373000, 8.037000, 18.006000], [9.740000, 7.304000, 18.823000], [9.200000, 8.921000, 20.550000], [7.815000, 9.191000, 19.704000], [9.631000, 10.817000, 20.489000], [8.576000, 11.135000, 19.086000], [11.341000, 8.301000, 17.649000], [10.134000, 9.338000, 16.781000], [4.176000, 5.804000, 18.904000], [5.002000, 7.041000, 18.461000], [3.872000, 7.986000, 17.989000], [2.727000, 7.544000, 18.687000], [2.726000, 6.101000, 18.782000], [4.308000, 5.392000, 19.947000], [4.280000, 4.883000, 18.263000], [5.727000, 6.877000, 17.610000], [5.628000, 7.642000, 19.307000], [3.720000, 8.038000, 16.873000], [4.202000, 9.070000, 17.870000], [2.218000, 5.697000, 17.986000], [2.238000, 5.771000, 19.693000], [2.285000, 15.082000, 22.750000], [3.177000, 13.945000, 22.488000], [3.994000, 14.332000, 21.116000], [3.851000, 15.788000, 21.225000], [2.496000, 16.032000, 21.658000], [2.482000, 15.585000, 23.773000], [1.203000, 14.864000, 22.698000], [2.716000, 12.920000, 22.453000], [3.916000, 13.759000, 23.286000], [3.435000, 14.058000, 20.283000], [5.099000, 14.137000, 21.132000], [1.829000, 15.986000, 20.706000], [2.536000, 17.104000, 22.122000], [7.938000, 14.633000, 21.513000], [7.481000, 13.892000, 22.803000], [8.868000, 13.560000, 23.448000], [9.692000, 14.570000, 22.814000], [9.363000, 14.649000, 21.477000], [7.619000, 15.580000, 21.648000], [7.364000, 14.335000, 20.732000], [6.998000, 13.064000, 22.623000], [6.935000, 14.621000, 23.367000], [9.264000, 12.602000, 23.005000], [8.753000, 13.855000, 24.468000], [9.762000, 13.714000, 21.081000], [9.689000, 15.605000, 20.970000], [0.435000, 10.483000, 19.032000], [-0.226000, 10.766000, 20.385000], [0.668000, 11.805000, 21.084000], [1.430000, 12.333000, 20.103000], [1.739000, 11.301000, 19.140000], [-0.213000, 10.932000, 18.147000], [0.618000, 9.446000, 18.969000], [-0.415000, 9.753000, 20.979000], [-1.154000, 11.368000, 20.259000], [1.150000, 11.468000, 21.854000], [0.133000, 12.551000, 21.384000], [2.577000, 10.564000, 19.485000], [2.043000, 11.453000, 18.128000], [5.958000, 10.214000, 22.856000], [4.877000, 9.198000, 23.137000], [4.239000, 8.921000, 21.736000], [5.087000, 9.651000, 20.867000], [5.477000, 10.761000, 21.549000], [6.991000, 9.671000, 22.845000], [5.967000, 11.023000, 23.504000], [4.180000, 9.493000, 23.711000], [5.359000, 8.177000, 23.381000], [3.107000, 9.275000, 21.594000], [4.101000, 7.883000, 21.595000], [4.676000, 11.368000, 21.713000], [6.336000, 11.438000, 21.036000]],
  "forces_ev_per_angstrom": [[-0.427, 3.477, -0.169], [1.133, 0.511, 2.443], [-1.402, 0.660, -1.291], [-0.231, 1.155, 1.578], [2.382, -1.807, 2.390], [-0.944, -1.137, -1.811], [0.770, -2.561, 0.883], [0.278, -1.796, 0.711], [-1.887, -0.242, -0.248], [1.111, -0.146, -1.720], [1.969, -0.456, -0.416], [-1.950, 2.093, 0.281], [-0.891, 0.267, -2.583], [1.345, -3.020, 0.232], [1.244, 1.600, 0.485], [1.111, 0.405, -2.267], [-1.119, 1.402, 0.365], [0.988, 2.874, 1.837], [0.605, 0.885, -0.989], [0.836, 0.906, 0.392], [-0.756, -0.198, 1.017], [-1.604, -1.849, -1.655], [-0.307, -1.765, 0.347], [-0.907, -0.648, 2.411], [-0.954, -0.978, -2.220], [-0.494, 0.474, 0.124], [-2.329, 0.638, 2.364], [2.439, -3.331, -1.021], [-0.262, 2.209, 3.942], [0.178, -0.342, -0.405], [1.663, 3.410, -1.701], [-0.269, -0.858, -1.650], [0.372, -0.462, 0.541], [-0.029, 1.098, -0.450], [-0.072, 0.620, -0.194], [-0.522, -1.127, -1.657], [-1.290, -0.177, -0.185], [0.645, -0.075, 1.867], [-0.431, -1.638, -1.408], [-2.238, -1.465, 1.946], [4.049, 3.496, 0.111], [-0.724, 1.644, -3.176], [1.509, 0.878, 2.703], [1.703, -0.473, -0.942], [-0.988, 3.436, 0.471], [-1.098, -1.372, -2.936], [-3.039, -4.284, -0.907], [-0.458, -0.094, 0.705], [-0.519, 0.300, 1.544], [0.972, -0.926, 0.931], [0.353, 0.160, -1.184], [0.460, -1.309, 0.716], [-1.159, 2.435, -0.600], [-1.569, -1.063, 1.158], [-1.341, -3.156, -4.592], [3.036, 0.774, -3.644], [0.323, -3.142, 1.454], [1.263, -1.291, 1.720], [0.189, -1.097, -0.756], [0.235, 2.377, -1.046], [0.076, -1.233, -0.052], [3.410, -2.430, 4.420], [-3.564, 4.448, 2.184], [-1.194, 1.346, 0.173], [0.329, 1.954, -0.438], [1.558, -1.626, -0.345], [4.755, -4.637, -4.518], [-2.061, 2.355, 0.729], [-0.616, -2.139, -2.704], [4.923, 0.778, -0.748], [-1.708, 1.328, -0.315], [0.316, 1.258, 1.888], [-4.712, 1.889, 4.848], [-0.978, 1.736, 0.467], [2.162, -0.049, 0.589], [0.802, -1.156, -1.061], [-2.443, 2.150, 0.507], [-2.004, -1.871, 0.528]],
  "lowdin_charge": [-0.13, -0.21, -0.19, -0.14, -0.17, 0.09, 0.08, 0.10, 0.07, 0.12, 0.13, 0.16, 0.08, -0.19, -0.14, -0.25, -0.15, -0.19, 0.12, 0.12, 0.11, 0.13, 0.11, 0.13, 0.09, 0.12, -0.24, -0.16, -0.10, -0.19, -0.24, 0.14, 0.12, 0.09, 0.10, 0.07, 0.11, 0.15, 0.15, -0.19, -0.11, -0.12, -0.16, -0.25, 0.08, 0.08, 0.01, 0.11, 0.14, 0.11, 0.12, 0.16, -0.17, -0.14, -0.27, -0.11, -0.17, 0.15, 0.07, 0.15, 0.11, 0.06, 0.07, 0.13, 0.10, -0.16, -0.13, -0.17, -0.15, -0.26, 0.15, 0.08, 0.03, 0.15, 0.15, 0.09, 0.08, 0.17]
}